Record 1
Computed, not measured: a molecular structure, C61H61ClF3GeINO3S2Si3W in a non-equilibrium geometry, with wB97M-V/def2-TZVPD.

Geometry as ORCA input:
```
! RIJCOSX wB97M-V def2-TZVPD def2/J DEFGRID3
* xyz 2 2
W 1.13 0.13 0.04
I 4.84 1.02 3.63
Ge 0.92 -1.70 -1.74
Cl 8.02 0.50 -1.04
S 0.07 1.82 1.93
S -0.02 -1.64 1.52
Si 2.46 -3.30 -2.86
Si -0.67 -0.90 -3.67
Si -1.34 -4.03 -0.69
F -2.30 5.86 -6.63
F -1.63 7.52 -5.41
F -0.27 6.59 -6.81
O -0.04 -3.16 -1.25
O 2.63 0.42 1.25
O 0.42 1.14 3.20
N 2.87 0.49 -1.22
C 3.15 -4.35 -1.51
C -1.45 -2.25 5.21
C -1.31 5.07 3.76
C -3.98 -0.07 6.83
C -4.51 -0.89 2.01
C -3.51 0.81 4.64
C -1.60 1.36 1.37
C -1.40 -2.34 -4.56
C 3.96 -3.24 3.11
C 3.44 -3.64 1.88
C 5.30 0.70 -2.57
C 0.33 0.19 -4.78
C 3.84 -2.50 -3.80
C -0.76 -2.35 4.04
C 0.21 2.50 -1.99
C 1.41 -4.32 -3.97
C -2.59 -0.25 4.41
C -2.37 0.41 2.00
C 4.05 0.48 -0.55
C 3.91 0.49 0.83
C -3.08 -1.08 6.65
C -5.48 0.63 -0.12
C -0.82 5.38 -4.87
C 4.10 0.76 -3.25
C 6.45 0.53 -0.34
C 5.02 0.62 1.62
C 2.24 -3.11 1.41
C 0.83 3.99 -3.83
C -4.19 0.89 0.40
C 2.08 -1.73 3.38
C -0.31 3.52 2.28
C -6.25 -0.35 0.43
C -1.91 -0.40 3.15
C -0.37 5.82 1.68
C 6.30 0.59 1.02
C 2.91 0.63 -2.55
C -3.38 1.92 -0.16
C -1.03 6.11 2.87
C 0.48 4.92 -4.80
C -3.69 0.14 1.48
C -0.12 3.53 -2.93
C -0.95 3.76 3.48
C 5.26 -3.81 3.61
C 1.57 -2.16 2.17
C -2.02 0.00 -2.77
C -1.25 6.35 -5.94
C -0.81 -4.98 0.81
C -2.13 2.15 0.31
C -1.42 7.53 3.21
C -4.18 0.89 5.82
C 0.01 4.52 1.38
C -1.43 4.02 -2.99
C 0.43 1.60 -1.20
C 5.30 0.55 -1.18
C -5.76 -1.13 1.50
C -2.71 -2.80 -0.35
C 3.26 -2.29 3.84
C -1.78 4.95 -3.95
C -1.85 -5.28 -1.96
C -2.36 -1.19 5.44
C -0.97 -1.39 3.03
H -1.81 5.29 4.70
H 4.43 -3.28 -4.30
H -3.22 -2.99 0.60
H -1.07 -6.03 -2.10
H 1.22 5.28 -5.51
H 5.35 -3.72 4.69
H -4.15 -1.51 2.82
H -1.29 -2.98 5.99
H 3.95 -4.40 1.30
H -1.16 2.96 4.17
H -7.24 -0.55 0.04
H -4.54 -0.01 7.76
H -2.13 -1.92 -5.26
H -1.67 0.49 -1.87
H 6.24 0.79 -3.11
H 1.81 -3.47 0.49
H -1.69 8.09 2.31
H -2.79 5.33 -4.01
H -4.89 1.70 5.98
H 0.49 -4.63 -3.47
H 4.52 -1.95 -3.14
H 0.54 4.30 0.46
H -3.79 2.53 -0.96
H -2.27 7.56 3.89
H 2.36 -4.77 -0.90
H -1.93 -3.00 -3.87
H -2.82 -0.70 -2.51
H 5.37 -4.86 3.34
H -2.17 3.68 -2.27
H -2.74 -5.81 -1.60
H -2.31 -1.79 -0.33
H 3.86 -3.80 -0.88
H 3.65 -1.97 4.80
H -3.49 -2.84 -1.13
H -1.63 -5.60 1.18
H 0.52 1.16 -4.33
H -2.91 -1.81 7.43
H -6.36 -1.92 1.92
H -1.55 2.97 -0.08
H -0.05 -3.15 3.90
H 1.29 -0.27 -5.07
H -2.10 -4.86 -2.93
H -0.13 6.63 1.00
H 1.58 -0.96 3.95
H 1.85 3.64 -3.77
H -0.47 -4.35 1.64
H 3.69 -5.18 -1.98
H -3.67 1.56 3.87
H 3.49 -1.81 -4.58
H 1.97 -5.22 -4.25
H 1.96 0.69 -3.05
H -2.44 0.76 -3.44
H -5.84 1.23 -0.94
H 0.01 -5.66 0.55
H -0.69 -2.92 -5.13
H -0.59 8.05 3.68
H 4.07 0.89 -4.32
H 6.10 -3.26 3.17
H -0.25 0.35 -5.69
H 1.15 -3.79 -4.89
H 7.18 0.63 1.64
*
```

Output
E_HOMO (spin up / spin down), eV: -12.27 / -12.29
⟨S²⟩: 0.77
Largest force on an atom, eV/A: 2.4
Energy relative to the best compared isomer or geometry (same formula, charge and spin), eV: 1.1183

Results of the Löwdin charge analysis, in e, for atoms 1 through 99: 1.2804 1.0871 0.6915 0.7778 0.9402 0.9716 0.4144 0.4814 0.2899 0.1593 0.1629 0.1557 -0.5911 -0.2821 -0.4344 -0.0550 -0.2088 0.0116 -0.0044 -0.0494 -0.0197 -0.0176 -0.3010 -0.1731 -0.2439 -0.0166 0.0333 -0.1935 -0.2041 -0.0725 -0.0747 -0.1848 -0.1127 -0.1316 -0.1441 -0.3706 -0.0136 -0.0154 -0.0920 -0.0164 -0.5868 -0.6096 -0.1085 -0.0083 -0.1451 -0.1013 -0.3634 -0.0445 -0.1654 -0.0163 -0.1303 -0.1393 -0.0117 -0.2417 0.0203 -0.1042 -0.2326 -0.0398 -0.0269 -0.4959 -0.2073 -0.5956 -0.1519 -0.1016 -0.0317 -0.0461 -0.0686 0.0061 -0.2147 -0.1482 -0.0421 -0.1489 -0.0532 0.0197 -0.1582 -0.1423 -0.3657 0.1262 0.0530 0.0371 0.0422 0.1303 0.0858 0.1242 0.1292 0.1157 0.1193 0.1159 0.1148 0.0623 -0.0221 0.1198 0.0511 0.0857 0.1368 0.1138 0.0188 0.0183 0.1085



Record 2
Computed, not measured: 3 unconnected molecules or ions with the total composition C3H12N2O in a non-equilibrium geometry, with wB97M-V/def2-TZVPD.

Geometry as ORCA input:
```
! RIJCOSX wB97M-V def2-TZVPD def2/J DEFGRID3
* xyz 0 1
O -0.64 0.66 -0.82
N 0.26 2.24 1.52
N -1.98 -0.28 1.01
C -1.77 -0.08 -0.40
C 1.41 -2.20 -1.23
C 2.33 -1.23 -1.28
H 1.66 -3.25 -1.39
H 1.97 -0.27 -0.91
H 3.09 -1.25 -2.06
H -0.36 1.26 -0.13
H -1.21 -0.82 1.40
H -1.78 -1.09 -0.81
H -0.43 2.80 2.01
H 0.77 1.70 2.20
H 0.93 2.87 1.11
H -2.65 0.40 -0.84
H 0.39 -2.01 -0.93
H -2.00 0.57 1.55
*
```

Output
SMILES string: C=C.NCO.N
E_HOMO, eV: -9.46
Largest force on an atom, eV/A: 2.3
Energy relative to the best compared isomer or geometry (same formula, charge and spin), eV: 1.4954

Want to see where the charge sits? The natural (NBO) charges in e are: -0.7685 -1.0860 -0.8375 0.0900 -0.3624 -0.4121 0.1835 0.1984 0.2016 0.4956 0.3509 0.1553 0.3684 0.3692 0.3710 0.1456 0.1873 0.3496



Record 3
Computed, not measured: a single CH2N2O2S molecule in a non-equilibrium geometry, with wB97M-V/def2-TZVPD.

Geometry as ORCA input:
```
! RIJCOSX wB97M-V def2-TZVPD def2/J DEFGRID3
* xyz 0 1
S 2.62 -0.75 0.02
O 0.49 1.04 0.70
O -0.08 1.91 -0.09
N -1.16 -0.36 -0.10
N 1.09 -0.99 -0.14
C 0.14 -0.14 0.18
H -1.61 0.50 0.03
H -1.50 -1.22 -0.58
*
```

Output
E_HOMO (spin up / spin down), eV: -8.09 / -8.08
Largest force on an atom, eV/A: 4.6
Energy relative to the best compared isomer or geometry (same formula, charge and spin), eV: 8.2298

Want to see where the charge sits? The natural (NBO) charges in e are: 0.5107 -0.1738 -0.4929 -0.7613 -0.6559 0.7021 0.4362 0.4348



Record 4
Computed, not measured: a molecular structure, C35H26BrN6O4SW in a non-equilibrium geometry, with wB97M-V/def2-TZVPD.

Geometry as ORCA input:
```
! RIJCOSX wB97M-V def2-TZVPD def2/J DEFGRID3
* xyz 1 1
W -0.02 0.22 -0.03
Br 0.71 -0.67 -6.71
S -1.96 2.50 0.63
O 1.83 0.05 -0.86
O 0.73 -0.99 1.28
O -0.12 1.62 -1.13
O -0.99 3.31 -3.31
N 1.06 1.49 1.17
N -4.38 3.16 -0.10
N -1.66 -0.30 1.38
N 1.54 0.88 2.31
N -1.44 -0.72 -1.18
N -4.24 1.67 1.71
C -2.48 -1.41 -0.53
C 1.28 3.37 -0.35
C 2.09 -3.33 4.51
C -2.58 -1.17 0.85
C -5.55 1.71 1.81
C -0.33 -1.44 -1.50
C 0.54 4.90 -2.57
C 2.54 -2.69 5.66
C 2.49 0.45 -3.13
C -4.34 -2.91 -0.40
C -1.74 -0.05 2.71
C -0.04 3.64 -2.40
C -3.36 -2.27 -1.16
C 1.64 -0.10 -2.16
C -2.70 -0.65 3.52
C 1.47 5.39 -1.67
C -4.46 -2.69 0.95
C 1.72 -1.20 3.47
C 1.84 4.64 -0.57
C -3.62 -1.53 3.00
C -1.65 2.06 -3.28
C -3.59 -1.81 1.62
C 0.37 2.85 -1.32
C 2.16 -0.56 4.63
C 0.26 -1.04 -3.94
C 2.21 0.29 -4.47
C 1.62 2.64 0.83
C -6.36 2.47 0.94
C 0.53 -0.86 -2.59
C -5.73 3.20 -0.02
C 1.32 -0.41 2.31
C -3.63 2.39 0.78
C 1.10 -0.45 -4.87
C 1.68 -2.59 3.42
C 2.56 -1.31 5.72
H 2.88 -3.28 6.50
H 3.36 1.02 -2.81
H 2.90 -0.81 6.62
H -3.88 3.73 -0.76
H -2.72 -0.40 4.57
H 0.23 5.47 -3.43
H 2.06 -4.41 4.47
H -0.97 1.24 -3.52
H 1.89 6.37 -1.83
H 2.19 0.52 4.64
H -2.13 1.86 -2.31
H -2.41 2.14 -4.06
H 2.54 5.04 0.14
H -7.43 2.47 1.04
H -1.04 0.67 3.11
H 2.39 3.03 1.50
H -5.00 -3.60 -0.90
H -6.25 3.82 -0.73
H -3.28 -2.44 -2.22
H -4.35 -2.02 3.63
H -5.98 1.14 2.62
H 1.34 -3.08 2.52
H 2.85 0.73 -5.22
H -0.36 -2.53 -1.38
H -0.58 -1.63 -4.26
H -5.23 -3.19 1.52
*
```

Output
E_HOMO, eV: -9.98
Largest force on an atom, eV/A: 3.6
Energy relative to the best compared isomer or geometry (same formula, charge and spin), eV: 1.6597

Want to see where the charge sits? The Löwdin charges in e are: 1.7829 0.7376 0.8218 -0.1822 -0.1867 -0.3610 -0.0483 -0.1509 0.0808 -0.0634 0.1016 -0.0710 0.0883 -0.2165 -0.1357 -0.0664 -0.1529 -0.0727 -0.1787 0.0376 -0.0640 0.0127 -0.0543 -0.1078 -0.1914 0.0129 -0.3606 -0.0237 -0.0520 -0.0184 -0.1540 -0.0160 0.0250 -0.0508 -0.1490 -0.2409 -0.0199 -0.0953 -0.1121 0.0084 -0.0232 -0.1917 -0.0339 -0.3938 -0.7464 -0.6962 -0.0127 -0.0648 0.1082 0.1223 0.1087 0.1455 0.1174 0.1299 0.1087 0.0843 0.1140 0.1089 0.0670 0.1049 0.1179 0.1113 0.1201 0.1500 0.1131 0.1396 0.1227 0.1248 0.1217 0.1171 0.1054 0.1570 0.1115 0.1177



Record 5
Computed, not measured: a molecular structure, C8H11P in a non-equilibrium geometry, with wB97M-V/def2-TZVPD.

Geometry as ORCA input:
```
! RIJCOSX wB97M-V def2-TZVPD def2/J DEFGRID3
* xyz 0 1
P -1.59 1.73 -0.47
C 0.84 -0.72 -0.91
C -1.17 0.50 0.98
C -1.06 -0.88 0.63
C -0.20 -1.45 -0.28
C 0.74 2.77 0.56
C 1.03 0.60 -0.65
C 0.15 1.50 0.00
C -0.13 -2.96 -0.32
H -0.08 3.37 0.95
H -0.81 -3.42 0.34
H -1.56 0.79 -1.51
H -0.30 -3.26 -1.35
H 0.93 -3.14 0.00
H -1.42 0.98 1.84
H 1.51 -1.47 -1.47
H 1.25 3.10 -0.31
H -1.52 -1.63 1.38
H 1.40 2.54 1.49
H 2.00 1.06 -0.89
*
```

Output
E_HOMO, eV: -7.81
Largest force on an atom, eV/A: 6.0
Energy relative to the best compared isomer or geometry (same formula, charge and spin), eV: 1.3596

Want to see where the charge sits? The natural (NBO) charges in e are: 0.5025 -0.2263 -0.3633 -0.2367 -0.0557 -0.6279 -0.2346 -0.2585 -0.6150 0.2175 0.2136 -0.0381 0.2137 0.2108 0.2180 0.2175 0.2286 0.2113 0.2114 0.2111



Record 6
Computed, not measured: a single C3H4F2 molecule in a non-equilibrium geometry, with wB97M-V/def2-TZVPD.

Geometry as ORCA input:
```
! RIJCOSX wB97M-V def2-TZVPD def2/J DEFGRID3
* xyz 0 1
F -2.46 0.45 -0.09
F -0.03 1.84 0.02
C 1.11 -0.22 -0.08
C -0.12 0.56 0.04
C -1.29 -0.17 0.06
H 0.80 -1.26 -0.28
H 1.76 0.17 -0.90
H -1.47 -1.18 0.32
H 1.70 -0.20 0.90
*
```

Output
SMILES string: C/C(F)=C/F
E_HOMO, eV: -9.00
Largest force on an atom, eV/A: 5.1
Energy relative to the best compared isomer or geometry (same formula, charge and spin), eV: 0.7436

Want to see where the charge sits? The natural (NBO) charges in e are: -0.3332 -0.2933 -0.6769 0.3349 0.1098 0.2315 0.2322 0.1779 0.2171



Record 7
Computed, not measured: a single C4H7NO molecule, with wB97M-V/def2-TZVPD.

Geometry as ORCA input:
```
! RIJCOSX wB97M-V def2-TZVPD def2/J DEFGRID3
* xyz 0 1
O -1.40 -1.56 0.65
N 0.84 0.22 0.41
C 1.80 1.28 0.66
C -1.38 -0.46 -0.24
C -1.04 -1.81 -0.69
C -0.30 0.56 -0.02
H 1.47 1.90 1.50
H -0.57 1.60 -0.23
H -2.36 -0.05 -0.48
H 2.77 0.85 0.91
H 0.01 -2.05 -0.86
H -1.77 -2.38 -1.27
H 1.92 1.94 -0.21
*
```

Output
SMILES string: C/N=C/[C@H]1CO1
E_HOMO, eV: -9.84
Largest force on an atom, eV/A: 0.5
Energy relative to the best compared isomer or geometry (same formula, charge and spin), eV: 2.7044

Want to see where the charge sits? The natural (NBO) charges in e are: -0.4613 -0.3827 -0.4474 -0.0156 -0.0901 0.0917 0.2005 0.1463 0.1865 0.2051 0.1969 0.1804 0.1896



Record 8
Computed, not measured: 9 unconnected molecules or ions with the total composition C43H103N5O13 in a non-equilibrium geometry, with wB97M-V/def2-TZVPD.

Geometry as ORCA input:
```
! RIJCOSX wB97M-V def2-TZVPD def2/J DEFGRID3
* xyz 0 1
O 15.61 -24.61 19.43
O 16.39 -26.51 15.20
O 23.88 -18.13 16.77
O 18.38 -20.55 17.73
O 14.57 -17.46 19.23
O 13.31 -19.05 20.93
O 13.67 -27.13 19.21
O 17.22 -15.60 17.21
O 18.59 -23.22 14.18
O 12.33 -21.42 13.44
O 19.41 -20.16 20.68
O 17.44 -18.13 16.50
O 15.86 -21.94 18.64
N 11.49 -22.07 14.39
N 17.45 -17.11 20.30
N 18.79 -28.72 13.53
N 22.95 -18.92 16.08
N 18.83 -22.43 13.01
C 15.92 -25.21 14.93
C 16.56 -22.10 17.41
C 19.39 -22.41 10.67
C 10.31 -21.30 14.68
C 18.32 -21.37 10.42
C 14.55 -19.55 20.34
C 18.61 -17.97 20.24
C 17.96 -20.49 14.14
C 23.75 -21.06 17.07
C 18.18 -15.91 16.24
C 18.08 -24.38 11.54
C 21.88 -19.54 13.95
C 10.22 -22.66 16.83
C 13.12 -23.85 14.66
C 23.02 -18.75 14.64
C 20.43 -24.02 12.18
C 12.29 -22.78 15.37
C 19.12 -23.31 11.88
C 16.38 -21.91 12.91
C 19.88 -17.18 20.56
C 22.00 -19.66 18.13
C 22.86 -17.29 14.26
C 17.17 -27.03 14.14
C 21.45 -20.85 16.03
C 14.77 -18.85 19.01
C 19.01 -27.70 15.73
C 14.90 -26.78 18.57
C 18.63 -17.34 16.35
C 15.80 -26.02 19.52
C 10.57 -19.85 15.20
C 20.12 -20.90 21.64
C 18.44 -19.21 21.09
C 18.12 -20.55 11.70
C 17.81 -21.39 12.94
C 11.35 -23.53 16.33
C 18.03 -28.17 14.67
C 21.69 -20.93 14.54
C 24.38 -19.24 14.09
C 22.55 -20.12 16.79
C 18.06 -21.93 17.60
C 9.42 -22.07 15.66
C 9.51 -21.18 13.36
C 13.21 -21.88 16.22
H 14.07 -19.24 18.27
H 17.64 -16.24 19.81
H 15.79 -19.07 18.66
H 13.20 -18.15 20.60
H 17.85 -26.25 13.79
H 11.04 -24.51 15.97
H 18.91 -20.42 18.52
H 24.75 -18.75 13.19
H 15.57 -26.36 20.54
H 14.22 -17.04 18.43
H 10.67 -21.82 17.35
H 17.27 -19.88 11.52
H 13.55 -24.55 15.37
H 9.03 -22.14 13.16
H 15.18 -25.25 14.12
H 23.39 -17.34 17.03
H 17.76 -18.97 16.85
H 17.33 -28.88 15.13
H 16.49 -27.37 13.36
H 11.98 -23.78 17.19
H 14.11 -22.42 16.54
H 21.18 -23.29 12.50
H 19.23 -17.41 17.27
H 20.78 -21.60 21.15
H 17.65 -24.83 12.44
H 18.40 -19.09 22.18
H 17.42 -19.56 13.91
H 18.55 -20.71 9.59
H 19.02 -15.20 16.31
H 19.81 -16.20 20.08
H 16.01 -22.79 19.08
H 8.75 -20.41 13.46
H 13.62 -28.08 19.29
H 24.53 -20.45 17.52
H 8.71 -21.38 16.12
H 20.98 -18.93 14.04
H 12.46 -22.09 12.77
H 15.59 -21.19 12.70
H 16.11 -22.33 13.88
H 18.79 -18.39 19.23
H 22.75 -19.28 18.84
H 16.18 -21.42 16.65
H 18.42 -27.12 16.45
H 24.39 -20.32 13.89
H 15.43 -24.84 15.83
H 17.38 -21.90 10.22
H 23.48 -21.81 17.80
H 19.71 -26.95 15.36
H 20.81 -24.60 11.34
H 16.64 -17.50 19.80
H 13.56 -21.04 15.61
H 22.56 -21.52 14.25
H 20.82 -21.43 14.09
H 14.77 -24.40 19.85
H 23.81 -16.75 14.42
H 18.98 -20.23 14.42
H 21.29 -21.83 16.47
H 17.84 -15.67 15.22
H 16.72 -24.51 14.69
H 17.22 -24.03 10.96
H 20.37 -24.71 13.03
H 20.02 -17.02 21.63
H 14.41 -20.62 20.22
H 16.29 -22.74 12.20
H 20.74 -17.74 20.19
H 10.20 -20.90 12.57
H 11.52 -19.80 15.73
H 22.19 -16.72 14.91
H 18.14 -29.16 12.88
H 15.26 -19.28 21.12
H 19.31 -29.53 13.86
H 10.67 -19.21 14.33
H 16.40 -23.13 17.08
H 22.73 -17.09 13.20
H 19.29 -17.71 15.55
H 19.03 -19.96 11.83
H 14.70 -26.28 17.62
H 19.42 -23.17 14.66
H 25.17 -19.09 14.82
H 22.18 -19.62 12.91
H 20.56 -20.22 16.17
H 21.52 -20.46 18.70
H 9.54 -23.23 17.47
H 8.91 -22.86 15.12
H 16.85 -26.28 19.39
H 18.64 -22.35 16.77
H 17.58 -20.92 15.07
H 12.44 -24.33 13.95
H 16.79 -16.45 17.39
H 19.48 -28.52 16.27
H 15.43 -27.71 18.31
H 17.46 -19.67 20.89
H 19.64 -23.04 9.81
H 21.31 -18.82 18.03
H 18.39 -22.48 18.49
H 19.41 -21.43 22.29
H 20.67 -20.23 22.31
H 13.89 -23.39 14.03
H 9.79 -19.46 15.85
H 20.35 -21.90 10.86
H 12.76 -21.50 17.13
H 18.54 -25.19 10.97
H 24.14 -21.47 16.13
*
```

Output
SMILES string: CC1(C)CCCC(C)(C)N1O.CC1(C)CCCC(C)(C)N1O.CC1(C)CCCC(C)(C)N1O.COC[C@H](C)N.COC[C@H](C)N.OCCO.OCCO.OCCO.OCCO
E_HOMO, eV: -8.11
Largest force on an atom, eV/A: 2.5
Energy relative to the best compared isomer or geometry (same formula, charge and spin), eV: 0.0000

Results of the Löwdin charge analysis, in e, for atoms 1 through 99: -0.0769 -0.1888 -0.0012 -0.0870 -0.0773 -0.0914 -0.0692 -0.0607 -0.0332 -0.0164 -0.2320 -0.0854 -0.0718 -0.1014 0.0846 0.0306 -0.1178 -0.0771 -0.1144 -0.2354 -0.1451 -0.5140 -0.1655 -0.2029 -0.4407 -0.0182 -0.0133 -0.2608 -0.0228 -0.1292 -0.1678 -0.0419 -0.5173 -0.0345 -0.5084 -0.5210 -0.0126 -0.0361 -0.0402 -0.0455 -0.2139 -0.1326 -0.2319 -0.0572 -0.2245 -0.2253 -0.2096 -0.0153 -0.0978 -0.1822 -0.1261 -0.5113 -0.1439 -0.4425 -0.1815 -0.0313 -0.5150 -0.2026 -0.1364 -0.0320 -0.0176 0.1226 0.0653 0.1000 0.0578 0.1057 0.1225 0.0568 0.0813 0.1243 0.1025 0.1069 0.1223 0.0630 0.0760 0.0864 0.1062 0.0376 0.1379 0.1355 0.1204 0.0601 0.0781 0.1061 0.0834 0.0509 0.1358 0.1020 0.1133 0.1192 0.0755 0.0446 0.0863 0.0796 0.0810 0.1167 0.1057 0.0994 0.0962



Number 1: energy -204290.264 eV. Number 2: energy -8331.827 eV. Number 3: energy -18973.099 eV. Number 4: energy -136545.968 eV. Number 5: energy -17759.977 eV. Number 6: energy -8609.371 eV. Number 7: energy -7796.940 eV. Number 8: energy -80323.407 eV.